{
  "formula": "C43H108N10O9",
  "method": "ωB97M-V/def2-TZVPD",
  "symbols": ["C", "C", "C", "H", "H", "H", "H", "C", "H", "O", "H", "H", "N", "C", "H", "H", "H", "H", "H", "C", "C", "C", "N", "H", "H", "H", "H", "H", "H", "C", "H", "N", "H", "H", "H", "H", "C", "H", "H", "C", "H", "H", "H", "C", "H", "H", "H", "H", "H", "C", "H", "C", "C", "C", "C", "H", "C", "N", "C", "O", "H", "H", "C", "H", "H", "C", "N", "H", "H", "C", "H", "H", "N", "H", "H", "C", "H", "H", "H", "H", "H", "H", "C", "H", "H", "H", "N", "C", "H", "H", "H", "H", "O", "C", "C", "H", "H", "C", "H", "H", "N", "H", "N", "H", "H", "H", "O", "O", "H", "H", "O", "H", "C", "C", "H", "H", "H", "H", "H", "H", "H", "H", "C", "H", "H", "H", "C", "H", "H", "C", "H", "C", "H", "H", "C", "H", "C", "C", "H", "C", "C", "H", "H", "H", "H", "H", "H", "H", "C", "H", "H", "O", "H", "C", "H", "H", "H", "N", "H", "H", "H", "H", "H", "H", "C", "O", "O", "C", "H", "H"],
  "xyz": [[16.09177, 21.48020, 11.76294], [21.94483, 13.68962, 16.53778], [11.17768, 8.87870, 16.90930], [16.44408, 17.29002, 11.94592], [15.09059, 9.22198, 17.49185], [16.78640, 17.36739, 13.59080], [22.15298, 13.11554, 14.34488], [20.52443, 13.21360, 12.46114], [16.50904, 12.48422, 17.34362], [11.97029, 11.83126, 11.42254], [16.69804, 8.29228, 8.27709], [18.02421, 9.30599, 7.86066], [17.24980, 13.64026, 14.06972], [16.31898, 20.39988, 10.73030], [23.03195, 13.76832, 16.54670], [16.75808, 13.76710, 8.67916], [13.22775, 11.02434, 12.80040], [13.85405, 8.91094, 16.29552], [18.91534, 19.10849, 9.87396], [18.61297, 11.76646, 18.13731], [21.57240, 15.89796, 15.68450], [16.59657, 18.02134, 12.73966], [17.49324, 19.56874, 11.08370], [21.61692, 16.38866, 14.71220], [16.01078, 14.70880, 10.55256], [21.90352, 11.89900, 10.27800], [16.86822, 11.89950, 10.87286], [15.64669, 15.25630, 7.17850], [17.49839, 19.89280, 14.53654], [17.56130, 20.21364, 13.49674], [18.82173, 9.60998, 12.67816], [15.64469, 12.22994, 13.76068], [8.16919, 14.10092, 12.57088], [13.48346, 10.50970, 11.03996], [18.57218, 12.81192, 18.44300], [21.67370, 18.11342, 16.61426], [16.62601, 21.11830, 9.31202], [12.26779, 9.79946, 12.02194], [21.61310, 12.65142, 16.55158], [9.96855, 13.19734, 11.96202], [18.67660, 15.78100, 15.49760], [14.82081, 12.10334, 13.19034], [18.50849, 16.10034, 9.97250], [14.10042, 8.78882, 17.35026], [18.29598, 21.00126, 13.32936], [11.12735, 14.26360, 13.42512], [22.49455, 16.17506, 16.19532], [17.89866, 9.59946, 15.52316], [9.85498, 13.21976, 10.87820], [11.36757, 12.43542, 17.78250], [15.12097, 21.96458, 11.65804], [19.09349, 16.62104, 16.05314], [16.24027, 13.35330, 13.39160], [17.37453, 9.03840, 8.69396], [19.15721, 18.53814, 12.62372], [11.99665, 7.45630, 18.29290], [13.15074, 9.28591, 18.43096], [20.89324, 17.81111, 17.17960], [17.69230, 19.06066, 12.43992], [19.51660, 15.01578, 8.64888], [21.59742, 14.11422, 17.47965], [20.73440, 13.59426, 7.54402], [16.58333, 15.60350, 7.61468], [19.08852, 13.09446, 7.84100], [23.32100, 11.66818, 11.01988], [13.70061, 8.91240, 19.85898], [12.87376, 10.70626, 18.25104], [8.02685, 12.60252, 12.22714], [11.53862, 14.56202, 11.76788], [20.47036, 9.91686, 15.47064], [13.50115, 12.29348, 16.02420], [10.93071, 12.30142, 18.77210], [15.99176, 15.36222, 9.78264], [15.60706, 18.46332, 12.85638], [23.98064, 12.77788, 9.22458], [12.76194, 11.50716, 15.87124], [14.81838, 10.34120, 8.07414], [17.74432, 12.17390, 9.66454], [14.36018, 20.49382, 10.03692], [11.15620, 8.72596, 19.05557], [18.94553, 17.54684, 15.49718], [15.80452, 11.80618, 14.66346], [16.95663, 14.82218, 8.86754], [17.31989, 13.12582, 14.93606], [17.70930, 9.40666, 17.25196], [21.33165, 17.66436, 18.07756], [22.64150, 12.81664, 13.51294], [21.72803, 12.34608, 12.44672], [20.01671, 12.86178, 11.56306], [17.35996, 15.48818, 6.85860], [24.08055, 14.60424, 9.40002], [10.06556, 10.51154, 17.86704], [14.05135, 11.41424, 18.42388], [19.92044, 13.65578, 8.26636], [10.77178, 11.88634, 12.18344], [18.67534, 12.01492, 16.02108], [13.06822, 10.57078, 15.40490], [18.32119, 9.88426, 16.48672], [19.86930, 13.01888, 13.31024], [17.75314, 10.97232, 12.92876], [15.54772, 10.90172, 8.49124], [20.83758, 10.94308, 15.46008], [8.68075, 13.23522, 12.66552], [19.89239, 19.33016, 12.48116], [10.22512, 10.95298, 12.04894], [11.08083, 11.80330, 13.22542], [18.05078, 18.73037, 10.05054], [18.48783, 10.72370, 11.03702], [11.95627, 11.97756, 15.30756], [17.92171, 8.43805, 9.42078], [15.79507, 14.07960, 12.55190], [15.15090, 18.97983, 9.66013], [11.86689, 8.53774, 18.25083], [22.48501, 12.36558, 11.07316], [16.06293, 11.10264, 16.94596], [16.14650, 21.78052, 13.92126], [12.06385, 13.24840, 17.98828], [20.03127, 9.67482, 14.50280], [17.65020, 21.42476, 9.09938], [16.72265, 22.36892, 11.74644], [16.64178, 16.67946, 7.77890], [10.62117, 12.90168, 17.13940], [10.69164, 14.40832, 12.43652], [13.34367, 7.95752, 20.24486], [10.31978, 8.23927, 16.70131], [13.28350, 9.61968, 20.57581], [18.11826, 11.37344, 16.70391], [20.24415, 13.15508, 9.17882], [16.31543, 16.24073, 10.16154], [18.42641, 15.10428, 9.53750], [10.19593, 10.63368, 16.17968], [17.96400, 10.13731, 12.26062], [14.49686, 19.22272, 11.32424], [21.35450, 9.28342, 15.39878], [17.44357, 11.26990, 10.19412], [15.08704, 11.59232, 9.06652], [16.30621, 20.97186, 13.20806], [20.48741, 16.52805, 16.60719], [21.40918, 11.31108, 12.56998], [16.60096, 10.28220, 9.36300], [12.78600, 10.74188, 11.84478], [15.49966, 20.31586, 13.53556], [14.78697, 8.96623, 19.78814], [15.92824, 9.73048, 10.01962], [19.62838, 11.41242, 18.31536], [13.74938, 12.09062, 19.03456], [18.44478, 16.68908, 16.92644], [20.30385, 15.83766, 17.43045], [23.46485, 13.70724, 9.46612], [9.97816, 15.22910, 12.36334], [16.45129, 20.49348, 8.43612], [22.94212, 13.73476, 10.73300], [18.54503, 14.43966, 10.39326], [10.76674, 10.32184, 17.05435], [19.32996, 17.75552, 11.88498], [19.24786, 18.06706, 13.60248], [20.63361, 14.29388, 12.36534], [16.70012, 11.81250, 16.61398], [22.64196, 13.68110, 8.75178], [23.14081, 13.64758, 13.22954], [17.51924, 14.61018, 14.15180], [17.13149, 9.49480, 11.97392], [18.08689, 11.32918, 18.98590], [14.28569, 7.75028, 17.62446], [12.03931, 11.19182, 17.18154], [21.51165, 14.48170, 15.46376], [19.72280, 9.60576, 16.62448], [14.96777, 19.69498, 10.46208], [15.91999, 21.91506, 9.07790], [11.76714, 8.75064, 16.00142]],
  "forces_ev_per_angstrom": [[0.842, 0.453, 1.992], [0.679, 1.065, 1.205], [-0.790, -0.114, 0.734], [0.368, 0.159, -0.387], [0.093, 0.383, -0.013], [0.163, 0.305, 0.450], [-0.290, -0.236, -0.545], [-1.675, -0.301, -1.387], [0.297, 0.628, -0.094], [-0.408, -0.334, -0.437], [-0.616, 0.369, -0.035], [0.207, 0.253, 0.178], [6.406, 1.807, 4.734], [0.577, 0.427, -2.705], [0.246, -0.521, 0.221], [0.186, -0.084, 0.244], [0.473, -0.192, -0.026], [-0.367, -0.143, 0.353], [0.075, 0.239, 0.017], [0.754, -0.586, 0.422], [0.025, 0.075, 0.761], [0.047, -1.041, 0.000], [1.032, 1.586, 0.099], [-0.289, -0.179, -0.167], [-0.632, 0.293, 0.840], [-0.935, 0.707, -0.225], [-1.310, -0.634, 0.479], [-0.056, 0.253, 0.351], [0.513, -0.356, -0.159], [-0.446, 0.925, -1.889], [-0.285, -0.402, -0.046], [-1.721, -2.088, -0.782], [0.661, 0.555, -0.024], [0.358, 0.418, 0.256], [0.077, 0.406, -0.876], [0.068, 0.679, -0.248], [-0.185, -0.817, -0.032], [-0.654, 0.010, -0.025], [-0.083, 0.149, -0.734], [-0.151, -0.816, -0.257], [0.652, -0.183, -0.212], [-0.065, -0.523, 0.584], [-0.516, 0.274, -0.358], [1.555, -0.683, 0.797], [0.989, -0.576, 0.250], [-0.416, 0.198, 0.217], [0.551, -0.344, -0.012], [0.290, -0.240, -0.305], [-0.162, 0.364, -0.300], [0.705, 2.014, 0.085], [-0.363, -0.581, -0.042], [-1.115, 0.773, -0.033], [-3.708, -0.536, -1.289], [-0.410, 1.174, -0.049], [-1.285, -0.666, -0.757], [0.602, -0.057, 0.068], [-0.112, -0.519, -0.405], [0.474, -0.185, -0.416], [0.416, -0.306, 1.082], [1.143, -1.173, -1.160], [-0.091, 0.002, 0.237], [-0.050, 0.833, 0.047], [2.247, -0.241, -1.258], [-0.237, 0.053, -0.012], [0.694, 0.276, 0.820], [-0.305, 1.142, -0.923], [-0.936, -1.918, 1.712], [-0.016, -0.632, 0.083], [0.040, 0.423, 0.016], [0.995, -0.291, -0.528], [0.420, -0.522, -0.110], [-0.171, -0.711, -0.186], [-0.759, -1.475, 1.593], [0.258, 0.123, 0.238], [0.799, 0.016, 0.301], [-1.547, 0.193, 0.555], [0.477, -0.683, 0.318], [1.313, -0.741, -0.989], [-0.469, -0.250, 0.175], [-0.044, 0.386, 0.091], [-0.011, -0.105, -0.144], [-0.181, 0.030, -0.011], [0.983, 2.274, -0.027], [0.322, 0.064, 0.110], [0.521, -0.507, 0.230], [-0.125, -0.102, 0.291], [0.801, -1.311, 0.021], [2.167, 1.490, -0.102], [-0.921, 0.331, -0.026], [0.092, -0.339, -0.435], [0.109, -0.221, -0.614], [0.369, -0.353, 0.343], [0.658, 0.904, -0.224], [-0.968, 0.795, 1.087], [0.202, 0.004, 1.204], [0.272, -0.394, -0.348], [0.408, 0.442, -0.257], [0.349, 1.206, -0.066], [0.089, -0.078, 0.099], [-0.644, -0.258, 0.159], [1.680, 1.606, -0.077], [-0.232, 0.185, -0.040], [-0.519, -1.445, -0.084], [-0.120, 0.063, 0.117], [-0.626, 0.059, -0.538], [-0.123, 0.386, 0.552], [-1.490, 0.170, 0.787], [-0.609, -0.261, -1.072], [0.219, -0.092, -0.647], [0.279, 0.560, 0.253], [-1.223, 1.573, -2.934], [-0.264, -0.325, 0.167], [-1.427, -1.062, -1.229], [-0.058, 0.943, 0.674], [-0.115, -0.739, -0.212], [0.423, 0.435, -0.095], [0.495, 0.203, -0.300], [-0.911, 0.274, 0.137], [0.088, 0.400, 0.839], [0.793, -0.224, -0.857], [-0.602, 0.039, 0.376], [-0.117, -0.250, -0.207], [1.182, 0.080, -0.723], [0.249, -0.285, -0.593], [-0.198, -0.109, 0.407], [0.363, 0.335, -0.021], [-0.590, 1.690, 2.434], [0.038, -0.231, 0.067], [0.092, 0.236, -0.130], [-1.070, -0.836, -1.521], [0.229, 0.302, -0.284], [1.155, 1.014, -1.434], [-0.006, 0.144, -0.131], [0.180, -0.064, 0.741], [-0.169, 0.992, 0.877], [-0.187, 0.272, -0.110], [-2.519, -0.068, 0.609], [-0.358, -1.686, 0.089], [0.184, -0.171, 0.343], [-1.245, -3.010, -0.264], [-0.337, 0.497, -0.231], [-0.505, -0.151, -0.430], [-0.023, -0.062, 0.616], [0.576, -0.211, 1.143], [0.225, 0.205, -0.266], [0.475, 0.276, 0.223], [-0.227, 0.271, -0.004], [0.718, -0.256, 0.253], [-0.176, 0.248, -1.081], [0.459, 0.320, 0.289], [-0.175, -0.857, 0.320], [-1.158, -2.567, 2.019], [-0.043, -0.512, 0.118], [0.496, -0.553, -1.395], [0.221, -0.064, 0.008], [0.088, 0.290, -0.017], [0.606, -0.095, 0.044], [-0.160, -0.464, -0.334], [-0.038, 0.589, -0.423], [0.006, 0.003, -0.463], [0.023, -0.165, -0.430], [-0.098, -0.049, 0.685], [-0.674, -0.688, -0.395], [-0.069, -0.377, -0.615], [-1.608, 1.222, 1.127], [-1.368, 0.857, -0.274], [-1.158, -0.675, -0.457], [0.833, 0.019, -0.382], [0.132, 0.441, 0.672], [0.497, 0.017, 0.257]],
  "smiles": "CC1(C)CCCC(C)(C)N1O.CC1(C)CCCC(C)(C)N1O.COC[C@H](C)N.COC[C@H](C)N.COC[C@H](C)N.COC[C@H](C)N.COC[C@H](C)N.COC[C@H](C)N.NC(N)=O",
  "e_tot_ev": -79660.934,
  "orbital_gap_ev": 8.1,
  "e_above_lowest_ev": 3.340,
  "spin_multiplicity": 1
}